Entry 1:
{
  "formula": "C28H50N7O3PbS",
  "method": "wB97M-V/def2-TZVPD",
  "species": ["Pb", "C", "N", "C", "C", "O", "C", "O", "C", "C", "O", "N", "C", "C", "H", "H", "H", "H", "H", "H", "H", "H", "H", "H", "H", "H", "H", "H", "H", "H", "C", "N", "C", "C", "S", "N", "C", "C", "H", "H", "H", "H", "H", "H", "H", "H", "H", "H", "H", "H", "C", "N", "C", "C", "C", "C", "C", "C", "C", "C", "H", "H", "H", "H", "H", "H", "H", "H", "H", "H", "H", "H", "N", "C", "N", "C", "C", "C", "C", "C", "H", "H", "H", "H", "H", "H", "H", "H", "H", "H"],
  "xyz": [[-0.165, 0.740, 0.509], [-5.238, 0.089, 3.399], [-3.812, -0.093, 3.202], [-3.114, -0.734, 4.301], [-3.127, 0.242, 2.126], [-1.917, -0.067, 2.020], [-3.814, 0.986, 0.985], [-2.887, 1.773, 0.258], [-2.998, 3.179, 0.408], [-1.688, 3.826, 0.876], [-0.628, 3.172, 0.872], [-1.717, 5.099, 1.235], [-2.871, 5.970, 1.239], [-0.497, 5.770, 1.644], [-5.562, -0.594, 4.182], [-5.809, -0.138, 2.501], [-5.471, 1.103, 3.730], [-3.469, -0.327, 5.246], [-2.051, -0.531, 4.196], [-3.289, -1.812, 4.286], [-4.642, 1.592, 1.356], [-4.204, 0.230, 0.292], [-3.812, 3.422, 1.096], [-3.236, 3.600, -0.582], [-3.793, 5.449, 1.017], [-2.742, 6.761, 0.500], [-2.964, 6.440, 2.218], [0.311, 5.047, 1.723], [-0.651, 6.250, 2.612], [-0.227, 6.536, 0.916], [3.533, -3.183, 1.889], [3.017, -1.838, 2.056], [3.611, -0.866, 1.169], [2.022, -1.536, 2.884], [1.186, -0.006, 2.798], [1.683, -2.333, 3.899], [0.353, -2.324, 4.463], [2.642, -3.085, 4.686], [3.672, -3.366, 0.824], [2.836, -3.921, 2.273], [4.500, -3.311, 2.378], [4.686, -1.039, 1.124], [3.434, 0.144, 1.532], [3.195, -0.965, 0.163], [-0.343, -1.865, 3.764], [0.327, -1.789, 5.414], [0.053, -3.357, 4.647], [3.657, -2.768, 4.474], [2.549, -4.159, 4.528], [2.443, -2.891, 5.740], [2.553, 1.292, -2.028], [2.160, 2.274, -2.983], [2.467, 2.034, -4.364], [1.012, 3.045, -2.662], [-0.268, 2.222, -2.893], [-0.931, 2.382, -4.123], [-2.021, 1.589, -4.420], [-2.478, 0.639, -3.524], [-1.844, 0.471, -2.292], [-0.765, 1.275, -2.069], [3.424, 0.753, -2.393], [1.731, 0.573, -1.836], [2.804, 1.776, -1.082], [3.518, 1.756, -4.453], [2.296, 2.936, -4.950], [1.862, 1.222, -4.789], [0.975, 3.932, -3.297], [1.052, 3.355, -1.614], [-0.582, 3.131, -4.820], [-2.523, 1.712, -5.370], [-3.324, 0.010, -3.753], [-2.204, -0.265, -1.595], [0.292, -1.320, -0.570], [0.391, -2.249, -1.264], [0.472, -3.223, -2.081], [0.897, -4.557, -1.669], [2.383, -4.744, -1.974], [2.680, -4.423, -3.440], [2.190, -3.019, -3.788], [0.694, -2.928, -3.496], [0.304, -5.273, -2.243], [0.685, -4.691, -0.607], [2.665, -5.775, -1.757], [2.977, -4.087, -1.330], [2.193, -5.154, -4.090], [3.753, -4.491, -3.612], [2.371, -2.810, -4.841], [2.726, -2.274, -3.190], [0.156, -3.682, -4.075], [0.283, -1.940, -3.724]],
  "relative_energy_kcal_mol": 80.39,
  "homo_energy_ev": [-15.32, -15.91],
  "homo_lumo_gap_ev": [4.5581, 6.4493],
  "charge": 3
}



Entry 2:
{
  "formula": "C52H144N11O19",
  "method": "wB97M-V/def2-TZVPD",
  "species": ["C", "C", "C", "O", "C", "N", "H", "H", "H", "H", "H", "H", "H", "H", "H", "H", "H", "H", "C", "C", "C", "O", "C", "N", "H", "H", "H", "H", "H", "H", "H", "H", "H", "H", "H", "H", "C", "C", "C", "O", "C", "N", "H", "H", "H", "H", "H", "H", "H", "H", "H", "H", "H", "H", "C", "C", "C", "O", "C", "N", "H", "H", "H", "H", "H", "H", "H", "H", "H", "H", "H", "H", "C", "C", "C", "O", "C", "N", "H", "H", "H", "H", "H", "H", "H", "H", "H", "H", "H", "H", "C", "C", "C", "O", "C", "N", "H", "H", "H", "H", "H", "H", "H", "H", "H", "H", "H", "H", "C", "C", "C", "O", "C", "N", "H", "H", "H", "H", "H", "H", "H", "H", "H", "H", "H", "H", "C", "C", "C", "O", "C", "N", "H", "H", "H", "H", "H", "H", "H", "H", "H", "H", "H", "H", "C", "C", "C", "O", "C", "N", "H", "H", "H", "H", "H", "H", "H", "H", "H", "H", "H", "H", "C", "C", "C", "O", "C", "N", "H", "H", "H", "H", "H", "H", "H", "H", "H", "H", "H", "H", "C", "C", "C", "O", "C", "N", "H", "H", "H", "H", "H", "H", "H", "H", "H", "H", "H", "H", "C", "C", "O", "O", "H", "H", "H", "C", "C", "O", "O", "H", "H", "H", "C", "C", "O", "O", "H", "H", "H", "C", "C", "O", "O", "H", "H", "H"],
  "xyz": [[20.393, 7.412, 10.076], [21.901, 7.315, 10.176], [22.385, 8.341, 11.156], [21.800, 7.997, 12.397], [22.234, 8.909, 13.428], [22.260, 5.947, 10.675], [21.736, 5.282, 10.137], [23.239, 5.714, 10.575], [21.870, 5.879, 11.615], [19.935, 7.188, 11.016], [19.997, 6.749, 9.327], [20.290, 8.458, 9.778], [22.395, 7.304, 9.211], [21.950, 9.334, 10.867], [23.517, 8.505, 11.172], [22.106, 9.910, 13.053], [23.291, 8.811, 13.818], [21.566, 8.646, 14.211], [2.770, 14.144, 6.861], [3.737, 13.059, 6.818], [5.167, 13.673, 6.735], [5.847, 13.245, 7.846], [7.159, 13.791, 7.969], [3.569, 12.057, 8.024], [2.895, 12.476, 8.697], [3.279, 11.149, 7.603], [4.464, 11.926, 8.554], [2.804, 14.673, 5.911], [2.964, 14.873, 7.582], [1.773, 13.748, 7.003], [3.579, 12.419, 5.957], [5.038, 14.761, 6.691], [5.693, 13.348, 5.821], [7.003, 14.853, 8.325], [7.769, 13.834, 7.035], [7.589, 13.215, 8.776], [10.784, 3.699, 24.771], [12.008, 4.227, 24.117], [11.784, 4.511, 22.626], [12.919, 5.256, 22.154], [12.764, 5.793, 20.928], [12.533, 5.433, 24.917], [13.078, 5.216, 25.755], [13.191, 5.981, 24.332], [11.679, 5.894, 25.186], [10.066, 4.460, 24.997], [11.052, 3.229, 25.729], [10.248, 3.010, 24.092], [12.875, 3.563, 24.209], [10.819, 5.016, 22.339], [11.728, 3.506, 22.127], [13.703, 6.279, 20.572], [12.006, 6.603, 20.981], [12.414, 5.065, 20.227], [14.810, 16.649, 21.626], [13.350, 17.014, 21.660], [12.823, 17.136, 23.074], [11.456, 17.488, 23.024], [11.017, 18.078, 24.267], [13.010, 18.288, 20.902], [12.029, 18.333, 20.811], [13.455, 19.087, 21.382], [13.478, 18.386, 19.983], [15.395, 17.541, 21.893], [15.148, 16.232, 20.643], [15.000, 15.951, 22.418], [12.813, 16.241, 21.092], [13.428, 17.979, 23.561], [12.924, 16.241, 23.639], [11.071, 17.405, 25.121], [9.992, 18.425, 24.146], [11.604, 18.981, 24.526], [16.334, 25.396, 18.667], [16.577, 23.950, 18.103], [16.961, 22.995, 19.177], [15.948, 23.202, 20.131], [16.154, 22.601, 21.384], [15.343, 23.356, 17.469], [15.154, 23.790, 16.559], [15.426, 22.350, 17.325], [14.609, 23.536, 18.134], [17.179, 25.727, 19.257], [15.398, 25.316, 19.184], [16.244, 26.036, 17.796], [17.390, 23.953, 17.333], [17.920, 23.157, 19.612], [16.973, 21.994, 18.781], [15.524, 23.171, 22.136], [17.220, 22.646, 21.763], [15.924, 21.540, 21.467], [11.250, 28.174, 14.341], [11.511, 27.215, 15.511], [10.760, 25.883, 15.234], [11.382, 24.905, 16.092], [10.544, 24.254, 17.020], [12.917, 26.801, 15.628], [12.916, 26.008, 16.327], [13.371, 26.388, 14.760], [13.590, 27.512, 15.919], [11.510, 29.194, 14.544], [10.185, 28.136, 14.120], [11.855, 27.787, 13.500], [11.182, 27.614, 16.497], [10.804, 25.493, 14.234], [9.763, 26.029, 15.569], [11.163, 23.420, 17.314], [9.641, 23.903, 16.543], [10.414, 24.910, 17.842], [17.442, 26.400, 10.594], [16.074, 26.268, 9.919], [15.653, 24.803, 9.705], [16.396, 24.078, 8.846], [16.160, 24.393, 7.462], [15.124, 27.038, 10.754], [15.030, 26.558, 11.661], [15.441, 27.951, 11.013], [14.239, 27.140, 10.255], [18.097, 25.778, 10.034], [17.463, 25.976, 11.621], [17.798, 27.440, 10.476], [16.109, 26.748, 8.944], [14.642, 24.748, 9.430], [15.695, 24.232, 10.686], [15.095, 24.440, 7.292], [16.481, 23.580, 6.844], [16.648, 25.362, 7.110], [6.382, 15.874, 22.996], [6.876, 16.403, 21.701], [5.946, 17.401, 21.063], [6.593, 18.143, 20.081], [5.774, 19.154, 19.465], [8.144, 17.177, 22.034], [8.965, 16.514, 22.080], [8.324, 17.819, 21.207], [8.051, 17.646, 22.925], [6.009, 16.735, 23.549], [7.287, 15.548, 23.579], [5.777, 14.971, 22.986], [7.207, 15.619, 21.006], [5.552, 18.082, 21.831], [5.022, 16.868, 20.718], [6.507, 19.757, 18.894], [5.278, 19.775, 20.183], [5.059, 18.732, 18.711], [23.587, 15.143, 10.762], [24.285, 16.441, 10.993], [23.872, 17.564, 9.933], [22.508, 17.868, 10.193], [21.957, 18.706, 9.150], [23.899, 17.040, 12.281], [23.024, 17.475, 12.121], [23.815, 16.388, 13.059], [24.574, 17.808, 12.624], [22.516, 15.321, 10.932], [24.000, 14.405, 11.448], [23.728, 14.833, 9.695], [25.381, 16.346, 10.850], [24.046, 17.111, 8.970], [24.467, 18.479, 10.018], [21.935, 18.172, 8.213], [22.553, 19.612, 9.036], [20.949, 18.968, 9.443], [19.725, 12.644, 15.693], [19.735, 12.140, 14.264], [18.398, 11.599, 13.754], [18.675, 10.923, 12.542], [17.522, 10.496, 11.829], [20.154, 13.242, 13.281], [20.118, 13.033, 12.301], [19.500, 14.498, 13.429], [21.113, 13.531, 13.474], [19.036, 13.438, 15.751], [20.716, 12.952, 16.020], [19.383, 11.701, 16.254], [20.392, 11.311, 14.334], [17.673, 12.371, 13.610], [17.983, 10.891, 14.467], [17.039, 9.734, 12.401], [17.837, 10.061, 10.916], [16.780, 11.307, 11.638], [11.039, 20.293, 15.625], [11.927, 19.039, 15.471], [12.727, 19.100, 14.118], [13.737, 18.063, 14.229], [14.382, 17.872, 12.967], [12.933, 18.967, 16.570], [12.531, 18.589, 17.416], [13.624, 18.341, 16.154], [13.533, 19.824, 16.759], [10.094, 20.211, 15.050], [11.568, 21.129, 15.132], [10.835, 20.510, 16.666], [11.437, 18.065, 15.508], [13.268, 20.026, 13.829], [12.044, 18.825, 13.311], [14.435, 18.895, 12.584], [13.827, 17.251, 12.300], [15.349, 17.434, 13.262], [16.699, 18.942, 18.092], [15.502, 19.770, 17.940], [15.372, 20.609, 16.999], [14.613, 19.580, 18.833], [16.381, 18.021, 18.570], [17.418, 19.504, 18.667], [17.130, 18.756, 17.078], [10.056, 16.019, 18.945], [10.813, 17.312, 19.245], [11.898, 17.467, 18.647], [10.364, 18.118, 20.128], [9.815, 15.951, 17.872], [9.003, 15.967, 19.299], [10.631, 15.101, 19.319], [15.159, 23.352, 13.581], [15.005, 24.718, 14.077], [14.889, 25.661, 13.302], [15.060, 24.834, 15.325], [14.658, 22.538, 14.172], [16.227, 23.046, 13.563], [14.728, 23.285, 12.611], [19.743, 17.883, 13.378], [20.048, 16.345, 13.317], [21.209, 16.000, 13.051], [19.086, 15.545, 13.530], [20.288, 18.281, 12.552], [19.990, 18.478, 14.310], [18.648, 18.147, 13.175]],
  "homo_energy_ev": -18.40,
  "homo_lumo_gap_ev": 9.7281,
  "charge": 7
}